Entry from the Open Molecules 2025 dataset: a 2-piece molecular cluster, C2H3N2O2 overall at a distorted geometry (wB97M-V/def2-TZVPD).

The calculation puts the HOMO energy (spin up / spin down) at -2.67 / -1.89 eV. As for the electronic energy: -337.78542 a.u. Its energy relative to the best compared isomer or geometry (same formula, charge and spin) is 588.02 kJ/mol. Its total charge is -1.

Cartesian coordinates (Å):
C: -0.43286 0.65903 -0.70911
C: 1.46699 -0.66930 0.42328
N: -1.32075 -0.34504 -0.51304
N: -2.40854 -0.16859 0.25189
O: -3.25790 -1.12232 0.20058
O: 1.66510 -1.65940 -0.26269
H: -0.61118 1.59538 -0.10347
H: 1.69813 -0.51623 1.50166
H: -1.10662 -1.22233 -0.85433

Atom charges from the Mulliken analysis, given in e for atoms 1 to 6:
1. C -0.3796
2. C -0.0107
3. N 0.3042
4. N -0.3787
5. O -0.5860
6. O -0.4517


Entry from the Open Molecules 2025 dataset: an isolated ion of composition C2H3N2O2 and charge -1 at a distorted geometry (wB97M-V/def2-TZVPD).

The calculation puts the HOMO energy (spin up / spin down) at -2.35 / -2.35 eV. As for the electronic energy: -337.83290 a.u. Its energy relative to the best compared isomer or geometry (same formula, charge and spin) is 463.36 kJ/mol. Its total charge is -1.

Cartesian coordinates (Å):
C: 0.51376 0.20299 0.38944
C: -0.74343 0.19839 -0.63106
N: -0.67154 -0.63191 -1.57834
N: 0.85693 0.40398 2.01175
O: 0.90652 -0.65621 2.63888
O: -1.48876 -0.74354 -2.55991
H: 1.01456 -0.74255 0.17256
H: 1.13593 1.02501 0.02142
H: -1.52395 0.94384 -0.46475

Atom charges from the Mulliken analysis, given in e for atoms 1 to 6:
1. C -0.3952
2. C -0.2493
3. N -0.3509
4. N -0.0001
5. O -0.2946
6. O -0.6536


Entry from the Open Molecules 2025 dataset: a 2-piece molecular cluster, C2H3N2O2 overall at a distorted geometry (wB97M-V/def2-TZVPD).

The calculation puts the HOMO energy at -3.07 eV. As for the electronic energy: -337.86823 a.u. Its energy relative to the best compared isomer or geometry (same formula, charge and spin) is 370.61 kJ/mol. Its total charge is -1.

Cartesian coordinates (Å):
C: -0.48526 0.73229 1.73213
C: 0.75618 -0.66070 -1.23749
N: 0.05414 1.57308 1.15733
N: -0.24487 -0.20185 -0.65070
O: -0.89214 -0.96932 0.26329
O: -0.79966 0.83952 -1.01909
H: -0.87312 0.08133 2.44316
H: 1.19904 0.02251 -1.89782
H: 1.28569 -1.41686 -0.79080

Atom charges from the Mulliken analysis, given in e for atoms 1 to 6:
1. C 0.1883
2. C -0.6954
3. N -0.4976
4. N 0.6381
5. O -0.7510
6. O -0.6529